Entry 1:
Here is C16H22N2O7S in the gas phase at a distorted geometry from the OMol25 dataset. Energies are from ωB97M-V/def2-TZVPD.

Atoms and positions in Å:
C (2.778, -5.727, -0.352)
O (3.241, -5.265, 0.891)
C (3.729, -3.940, 0.841)
C (3.967, -3.477, 2.277)
N (2.705, -3.422, 2.982)
C (2.038, -2.260, 3.119)
O (2.518, -1.167, 2.922)
C (0.591, -2.411, 3.628)
O (-0.251, -1.503, 2.932)
C (-0.195, -1.588, 1.599)
O (0.454, -2.425, 1.017)
C (-1.023, -0.557, 0.923)
C (-1.079, -0.569, -0.470)
C (-1.829, 0.381, -1.138)
C (-2.515, 1.332, -0.406)
S (-3.456, 2.568, -1.299)
O (-4.154, 3.399, -0.360)
O (-4.205, 1.931, -2.340)
N (-2.193, 3.407, -2.035)
C (-1.476, 4.262, -1.111)
C (-0.245, 4.820, -1.830)
O (-0.602, 5.509, -3.003)
C (-1.312, 4.674, -3.890)
C (-2.581, 4.132, -3.232)
C (-2.471, 1.356, 0.975)
C (-1.720, 0.407, 1.647)
H (2.429, -6.745, -0.195)
H (1.952, -5.106, -0.718)
H (3.581, -5.727, -1.099)
H (2.986, -3.282, 0.367)
H (4.663, -3.897, 0.261)
H (4.629, -4.180, 2.787)
H (4.398, -2.475, 2.286)
H (2.193, -4.291, 2.966)
H (0.530, -2.120, 4.677)
H (0.228, -3.435, 3.492)
H (-0.529, -1.329, -1.004)
H (-1.904, 0.398, -2.214)
H (-1.176, 3.661, -0.251)
H (-2.119, 5.085, -0.768)
H (0.276, 5.541, -1.199)
H (0.432, 3.987, -2.076)
H (-1.558, 5.289, -4.756)
H (-0.676, 3.832, -4.200)
H (-3.105, 3.434, -3.883)
H (-3.250, 4.968, -2.981)
H (-3.030, 2.116, 1.498)
H (-1.665, 0.408, 2.724)

Largest force on an atom, eV Å⁻¹: 1.0
SMILES: COCCNC(=O)COC(=O)c1ccc(S(=O)(=O)N2CCOCC2)cc1
Total energy, eV: -45096.432
Gap between HOMO and LUMO, eV: 9.459
Energy above the lowest of the compared OMol25 structures with the same formula, charge and spin, eV: 2.068
Multiplicity: 1

Entry 2:
Here is a molecular structure, C21H41IN2NiSi4Te at a distorted geometry from the OMol25 dataset. Energies are from ωB97M-V/def2-TZVPD.

Atoms and positions in Å:
C (1.537, 3.629, 1.504)
C (1.436, 0.140, -0.888)
H (1.754, 4.654, 1.158)
H (2.222, 3.004, 0.862)
H (1.775, 3.567, 2.574)
H (0.566, 0.818, -0.791)
H (2.129, 0.534, -1.658)
H (2.064, -0.007, 0.007)
C (-2.364, 1.430, -1.107)
C (-3.609, 1.107, -1.652)
C (-3.663, -0.016, -2.480)
C (-2.515, -0.767, -2.697)
H (-2.247, 2.316, -0.468)
H (-4.475, 1.726, -1.431)
H (-4.587, -0.321, -2.963)
H (-2.533, -1.631, -3.353)
N (-1.281, 0.686, -1.292)
C (-1.312, -0.454, -2.011)
C (-0.206, -1.440, -1.961)
N (0.970, -1.205, -1.279)
C (1.963, -2.132, -1.170)
C (0.643, -3.671, -2.408)
C (1.830, -3.383, -1.733)
H (2.858, -1.777, -0.662)
H (2.649, -4.084, -1.612)
C (-0.363, -2.721, -2.495)
H (-1.313, -2.964, -2.950)
H (0.484, -4.643, -2.853)
Ni (1.087, 1.762, 0.545)
I (-0.610, 3.559, 1.030)
C (-0.044, 3.107, 4.841)
Si (-1.313, 1.746, 5.075)
C (-1.768, 1.610, 6.895)
C (-2.873, 1.973, 4.056)
Si (-0.281, -0.263, 4.468)
Te (-0.141, -0.230, 2.024)
Si (2.009, -0.392, 4.896)
C (2.183, 0.108, 6.702)
C (2.557, -2.169, 4.612)
C (3.012, 0.764, 3.805)
Si (-1.389, -2.051, 5.529)
C (-0.931, -1.964, 7.355)
C (-3.237, -1.799, 5.296)
C (-0.843, -3.698, 4.812)
H (-0.390, 3.976, 5.419)
H (0.046, 3.407, 3.788)
H (0.953, 2.830, 5.210)
H (-2.244, 2.563, 7.171)
H (-2.478, 0.800, 7.106)
H (-0.885, 1.472, 7.532)
H (-2.649, 2.257, 3.019)
H (-3.492, 1.065, 4.038)
H (-3.462, 2.780, 4.518)
H (1.877, -0.690, 7.390)
H (3.252, 0.313, 6.862)
H (1.621, 1.018, 6.953)
H (2.269, -2.534, 3.617)
H (3.655, -2.187, 4.680)
H (2.154, -2.862, 5.363)
H (2.896, 0.517, 2.741)
H (2.741, 1.819, 3.937)
H (4.073, 0.640, 4.072)
H (-1.259, -1.035, 7.837)
H (-1.442, -2.804, 7.848)
H (0.148, -2.077, 7.523)
H (-3.512, -1.865, 4.235)
H (-3.755, -2.607, 5.835)
H (-3.599, -0.839, 5.686)
H (-0.967, -3.719, 3.721)
H (0.202, -3.940, 5.043)
H (-1.484, -4.482, 5.243)

Largest force on an atom, eV Å⁻¹: 2.4
Total energy, eV: -113368.993
Gap between HOMO and LUMO (spin up / spin down), eV: 4.988 / 5.898
Energy above the lowest of the compared OMol25 structures with the same formula, charge and spin, eV: 5.202
Multiplicity: 3

Entry 3:
Here is a molecular structure, C27H25N8O4SSn from the OMol25 dataset. Energies are from ωB97M-V/def2-TZVPD.

Atoms and positions in Å:
Sn (-0.035, 0.329, -0.609)
O (0.571, 0.030, 3.577)
C (0.696, 0.065, 2.367)
O (-0.266, 0.069, 1.506)
C (2.102, 0.085, 1.775)
C (3.230, 0.080, 2.624)
C (4.465, 0.074, 2.053)
C (4.593, 0.074, 0.643)
C (5.846, 0.054, -0.016)
C (5.904, 0.046, -1.379)
C (4.717, 0.064, -2.145)
C (3.494, 0.091, -1.541)
C (3.411, 0.092, -0.128)
N (2.190, 0.095, 0.474)
H (3.071, 0.073, 3.692)
H (5.362, 0.064, 2.661)
H (6.751, 0.040, 0.580)
H (6.864, 0.029, -1.880)
H (4.779, 0.065, -3.226)
H (2.585, 0.137, -2.124)
N (-1.279, -6.792, -3.048)
C (-1.269, -5.435, -3.364)
C (-2.433, -4.774, -3.765)
C (-2.418, -3.413, -4.019)
C (-1.233, -2.702, -3.887)
C (-0.055, -3.361, -3.559)
C (-0.070, -4.718, -3.308)
S (-1.223, -0.949, -4.017)
O (0.113, -0.551, -4.378)
O (-2.328, -0.548, -4.843)
N (-1.410, -0.425, -2.487)
C (-2.446, -0.732, -1.705)
N (-2.171, -0.408, -0.413)
C (-3.062, -0.631, 0.539)
C (-4.281, -1.198, 0.225)
C (-4.482, -1.515, -1.116)
N (-3.606, -1.297, -2.082)
H (-2.206, -7.133, -2.836)
H (-0.660, -7.000, -2.272)
H (-3.360, -5.329, -3.844)
H (-3.321, -2.886, -4.292)
H (0.864, -2.794, -3.490)
H (0.842, -5.235, -3.039)
H (-2.755, -0.361, 1.542)
H (-5.028, -1.401, 0.977)
H (-5.414, -1.980, -1.427)
C (-0.062, 2.816, -3.454)
C (-0.164, 3.143, -1.964)
C (0.443, 4.536, -1.737)
C (-1.651, 3.206, -1.573)
C (0.696, 2.186, -1.138)
H (-0.631, 3.535, -4.053)
H (-0.440, 1.819, -3.670)
H (0.983, 2.843, -3.771)
H (-0.072, 5.285, -2.346)
H (1.501, 4.535, -2.004)
H (0.359, 4.832, -0.688)
H (-2.186, 3.982, -2.131)
H (-1.756, 3.413, -0.505)
H (-2.137, 2.251, -1.790)
H (0.843, 2.571, -0.115)
N (0.515, -1.725, -0.811)
C (0.753, -2.796, -0.407)
N (1.168, -3.918, 0.016)
C (0.565, -5.075, -0.156)
N (0.136, -6.146, -0.255)

Largest force on an atom, eV Å⁻¹: 0.3
Total energy, eV: -65184.440
Gap between HOMO and LUMO, eV: 6.154
Energy above the lowest of the compared OMol25 structures with the same formula, charge and spin, eV: 2.075
Multiplicity: 1
Total charge: -1